The following is a DFT calculation (ωB97M-V/def2-TZVPD) of a structure of composition C16H37B4N2O8 in a non-equilibrium geometry.

The geometry in XYZ format:
```
67
Properties=species:S:1:pos:R:3:lowdin_charge:R:1
O -4.891 0.414 -3.232 0.250
O -6.671 0.121 -1.641 0.316
O -4.959 -1.643 -2.011 0.296
O -9.624 -2.549 -1.943 0.156
O -8.402 -1.270 -3.559 0.161
O -6.012 2.989 -0.817 -0.079
O -3.900 2.623 -1.431 -0.056
O -7.265 -2.209 -1.561 0.297
N 2.085 1.843 3.377 -0.197
N 2.466 -1.296 -1.505 -0.192
C -2.183 -2.894 -1.498 -0.022
C 3.988 -3.342 -1.510 -0.088
C 3.310 2.623 3.384 -0.280
C 4.462 1.934 4.106 -0.095
C 1.085 2.345 2.441 -0.248
C 2.577 -2.748 -1.489 -0.249
C -1.848 -1.971 -2.492 -0.169
C 2.697 -0.637 -0.228 -0.245
C 2.599 -1.098 -3.982 -0.089
C 0.503 3.736 2.698 -0.082
C 4.137 -0.566 0.289 -0.081
C 1.282 2.533 5.705 -0.087
C 3.094 -0.616 -2.625 -0.275
C -2.592 -0.657 -2.825 -0.051
C 1.577 1.437 4.678 -0.250
C -5.112 2.304 -1.407 -0.613
B -8.400 -1.990 -2.342 -0.696
B -4.179 -0.676 -2.678 -0.486
B -5.594 0.937 -2.098 -0.351
B -6.271 -1.210 -1.759 -0.603
H 4.629 -2.872 -2.259 0.065
H 0.263 1.627 2.374 0.117
H -0.916 -2.183 -3.079 0.080
H -2.203 0.142 -2.141 0.137
H 2.088 3.266 5.778 0.065
H 3.628 2.781 2.349 0.115
H 0.676 0.832 4.539 0.116
H 2.073 -1.108 0.538 0.115
H 0.354 3.059 5.483 0.055
H -0.058 4.064 1.820 0.079
H 1.277 4.482 2.887 0.065
H 2.299 0.744 5.124 0.099
H 1.162 2.084 6.695 0.069
H 2.859 0.451 -2.561 0.119
H 2.910 -2.124 -4.188 0.063
H 4.476 -3.267 -0.539 0.051
H -0.195 3.734 3.535 0.056
H 2.040 -3.142 -0.621 0.114
H 4.834 -0.209 -0.472 0.066
H 2.021 -3.141 -2.346 0.100
H 5.381 2.508 3.968 0.070
H 1.534 2.347 1.442 0.102
H 3.012 -0.467 -4.772 0.071
H -2.330 -0.315 -3.861 0.115
H 4.190 -0.700 -2.595 0.097
H -3.152 -3.431 -1.603 0.058
H 3.932 -4.407 -1.755 0.070
H 4.283 1.857 5.180 0.063
H -1.466 -3.095 -0.672 0.046
H 2.318 0.387 -0.306 0.105
H 4.188 0.131 1.130 0.055
H -8.187 -1.875 -4.286 0.115
H 3.162 3.621 3.823 0.099
H 4.484 -1.531 0.657 0.054
H -9.662 -2.601 -0.976 0.104
H 1.510 -1.044 -4.045 0.072
H 4.631 0.930 3.708 0.070
```

Properties
total charge: -1
HOMO: -4.303 eV
HOMO-LUMO gap: 6.68 eV
E: -1443.0847 Ha